Here is an isolated molecule of C6H16N2 in a non-equilibrium geometry from OMol25. Energies are from wB97M-V/def2-TZVPD.

Structure (ORCA input):
```
! RIJCOSX wB97M-V def2-TZVPD def2/J DEFGRID3
* xyz 0 1
C -0.447 1.960 1.348
C -1.323 1.481 0.177
C -2.626 0.838 0.688
N -0.648 0.495 -0.712
C -0.025 -0.682 -0.122
C 1.063 -1.202 -1.078
C 1.646 -2.456 -0.380
N 2.068 -0.179 -1.225
H 0.433 1.335 1.504
H -0.939 1.997 2.320
H -0.031 2.952 1.155
H -1.465 2.312 -0.511
H -3.391 1.603 0.829
H -2.497 0.440 1.697
H -2.896 0.017 0.031
H 0.011 1.032 -1.254
H 0.402 -0.532 0.872
H -0.800 -1.449 -0.107
H 0.587 -1.475 -1.992
H 2.489 -2.792 -0.996
H 2.119 -2.212 0.565
H 1.043 -3.349 -0.565
H 2.427 0.139 -0.338
H 2.802 -0.274 -1.905
*
```

Values from the calculation:
- Energy above the lowest of the compared OMol25 structures with the same formula, charge and spin: 1.1090 eV
- Largest force on an atom: 2.8 eV Å⁻¹
- LUMO level: 1.0892 eV